Density functional theory data (ωB97M-V/def2-TZVPD) for one molecule with the formula C27H27N3O3.

Geometry as XYZ:
```
60
Properties=species:S:1:pos:R:3:forces:R:3
C -3.532 0.945 -5.291 0.26 0.31 -0.16
N -2.707 1.539 -4.266 -0.84 -0.44 -0.74
C -2.220 2.889 -4.493 -0.74 -0.94 -0.07
C -1.425 3.199 -3.225 0.21 0.84 -0.03
C -1.505 1.949 -2.398 -0.55 -1.32 0.20
C -0.864 1.521 -1.252 -0.69 0.53 -1.04
C -0.919 0.178 -0.879 -0.82 0.17 0.33
C -0.054 -0.068 0.334 -1.02 1.04 0.92
C -0.197 -1.468 0.936 0.24 0.53 -0.02
C -0.600 -2.656 0.283 0.09 0.23 0.18
C -0.789 -3.843 0.987 0.05 0.49 1.23
C -0.541 -3.781 2.369 0.96 0.07 -0.01
C -0.032 -2.632 3.043 -0.65 -0.47 -1.42
C 0.075 -1.468 2.314 -0.54 -0.55 0.80
C 0.275 -3.012 4.462 0.26 0.47 0.64
C -0.091 -4.486 4.574 -0.57 -0.47 -0.82
N -0.617 -4.805 3.254 -0.51 -1.06 0.00
C -1.097 -6.141 3.008 0.27 -0.06 0.12
C 1.423 0.316 -0.034 1.80 -0.98 0.17
C 2.057 1.599 -0.722 -1.01 0.59 -0.99
O 2.113 1.665 -1.949 -0.12 -0.40 2.47
C 2.625 2.750 0.130 1.12 0.66 -1.11
C 3.964 2.667 0.551 -0.01 0.01 0.34
C 4.632 3.769 1.105 -0.69 -0.25 -1.07
C 3.991 5.010 1.112 -0.45 -0.69 0.80
C 2.672 5.141 0.676 0.67 -1.19 -0.52
C 2.036 4.024 0.116 0.08 -0.30 0.27
N 2.256 0.100 1.276 -0.32 -0.17 0.35
O 2.866 -0.966 1.437 -0.86 2.20 -0.24
O 2.136 1.024 2.101 0.37 -2.00 -1.05
C -1.837 -0.696 -1.520 0.11 0.43 0.43
C -2.541 -0.313 -2.650 -0.05 1.36 -0.05
C -2.320 1.004 -3.083 0.92 -0.01 -0.39
H -4.162 0.118 -4.920 0.32 0.50 -0.12
H -4.161 1.775 -5.664 -0.08 -0.64 -0.07
H -2.911 0.583 -6.146 -0.42 0.07 0.45
H -1.655 2.885 -5.430 0.22 0.33 0.10
H -3.122 3.493 -4.634 0.30 0.52 0.00
H -0.390 3.424 -3.480 0.07 0.07 0.14
H -1.857 4.088 -2.759 0.18 -0.09 0.25
H -0.368 2.226 -0.585 0.18 -0.09 -0.36
H -0.316 0.713 1.151 0.04 -1.37 -1.16
H -0.875 -2.706 -0.766 0.73 0.16 0.28
H -1.160 -4.770 0.546 0.21 0.43 -0.08
H 0.248 -0.511 2.823 0.29 -0.46 -0.23
H 1.336 -2.888 4.675 0.03 0.20 0.01
H -0.279 -2.431 5.199 0.02 0.20 -0.04
H -0.884 -4.726 5.285 0.14 0.23 0.39
H 0.757 -5.138 4.777 0.24 0.03 0.22
H -1.904 -6.164 2.250 0.39 0.04 0.46
H -0.280 -6.832 2.693 -0.46 0.32 0.07
H -1.474 -6.497 3.984 -0.10 -0.16 -0.57
H 1.679 -0.476 -0.725 0.62 -0.30 0.00
H 4.520 1.738 0.420 -0.21 0.09 0.20
H 5.671 3.659 1.397 -0.18 0.10 0.10
H 4.485 5.829 1.590 0.25 0.55 -0.03
H 2.189 6.096 0.683 -0.20 0.30 -0.01
H 1.091 4.146 -0.385 -0.38 0.05 0.09
H -2.135 -1.651 -1.112 0.35 0.26 0.02
H -3.278 -0.933 -3.173 0.49 0.03 0.41
```
Positions in Å, forces in eV/Å.

Computed properties:
SMILES = CN1CCc2cc(C(c3ccc4c(c3)CCN4C)[C@@H](C(=O)c3ccccc3)[N+](=O)[O-])ccc21
Energy relative to the best compared isomer or geometry (same formula, charge and spin) = 747.1 kJ/mol
Spin multiplicity = 1
Orbital gap = 7.15 eV


Density functional theory data (ωB97M-V/def2-TZVPD) for a 3-piece molecular cluster, C27H28BF3N6O9S overall.

Geometry as XYZ:
```
75
Properties=species:S:1:pos:R:3:forces:R:3
C 1.613 3.879 -3.908 -0.36 0.38 -0.50
C 2.701 2.809 -4.466 -0.60 0.35 1.03
B 3.261 1.947 -3.209 0.18 -1.93 -0.57
O 3.294 0.486 -3.278 -1.37 2.64 0.30
C 3.847 2.586 -1.818 2.93 2.36 2.84
C 3.027 2.406 -0.474 0.98 1.48 2.11
O 1.770 1.679 -0.505 3.83 0.19 0.28
C 2.081 0.424 0.227 0.37 -1.25 0.67
C 1.402 -0.882 -0.432 0.13 0.22 0.10
N 0.777 -1.696 0.667 0.43 1.22 -0.32
C 1.817 -2.195 1.640 0.04 -0.76 0.70
C 1.577 -1.622 3.143 0.79 0.50 0.20
C 2.952 -1.257 3.919 0.34 0.42 0.15
O 0.771 -2.547 3.930 0.89 0.36 -0.23
C 3.475 2.952 0.913 1.28 0.26 -2.65
F 2.715 2.787 2.117 1.96 0.34 -3.43
C 4.872 3.722 0.983 -0.56 0.01 0.03
N 5.467 4.323 2.186 0.43 -1.31 -6.08
S 6.939 4.968 1.568 -2.23 -1.55 -1.96
N 6.937 4.606 -0.118 -4.09 -1.67 1.97
C 5.700 3.900 -0.381 0.81 0.63 1.46
C 5.213 3.374 -1.777 -4.41 -1.54 2.72
N 5.911 3.530 -3.076 2.49 -0.97 2.83
C 6.768 2.380 -3.422 2.39 -1.18 -5.65
O 7.159 2.291 -4.621 -1.75 0.36 6.07
F 7.146 1.334 -2.532 -1.66 3.20 -1.37
C 6.600 4.824 -3.217 -0.87 5.70 -1.20
O 6.019 5.899 -3.532 2.68 -6.01 1.73
F 8.014 4.938 -2.947 -3.53 -1.45 -0.71
H 1.678 4.083 -2.785 0.06 -0.34 -1.56
H 0.540 3.527 -4.130 1.65 0.49 0.36
H 1.765 4.873 -4.456 -0.34 -1.37 0.88
H 2.167 2.079 -5.168 1.03 1.21 0.58
H 3.546 3.412 -4.972 -1.28 -1.25 0.63
H 2.504 0.162 -3.781 1.28 0.38 0.22
H 3.220 0.224 0.266 -1.79 0.66 -0.18
H 1.734 0.571 1.326 0.38 -0.31 -1.97
H 0.635 -0.532 -1.224 1.02 -0.69 1.39
H 2.172 -1.575 -0.959 -1.18 1.48 0.79
H 0.130 -1.018 1.138 0.85 -1.10 -0.23
H 1.727 -3.352 1.698 0.11 1.89 0.05
H 2.902 -2.002 1.271 -1.85 0.02 0.60
H 0.979 -0.628 3.084 0.76 -1.83 -0.02
H 3.903 -1.476 3.312 -1.52 0.21 0.78
H 3.062 -1.815 4.928 -0.35 0.84 -1.64
H 2.975 -0.125 4.162 -0.06 -1.87 -0.36
H 1.333 -3.045 4.563 -0.37 0.64 -0.82
O -1.255 0.802 1.608 -0.39 -0.38 0.01
N -2.285 0.137 1.662 0.09 -0.13 0.60
O -2.643 -0.506 2.639 0.29 0.47 -0.64
C -3.142 0.110 0.474 -0.47 -0.01 -0.71
C -2.750 0.800 -0.673 0.11 0.04 -0.03
C -3.556 0.751 -1.806 -0.10 -0.16 0.22
C -4.742 0.022 -1.789 0.04 0.01 0.05
C -5.132 -0.656 -0.637 0.17 0.21 0.00
C -4.332 -0.615 0.500 -0.03 -0.04 0.03
H -1.829 1.372 -0.700 -0.09 -0.14 0.21
H -3.257 1.280 -2.706 0.00 -0.05 0.15
H -5.365 -0.018 -2.677 0.07 0.00 0.13
H -6.059 -1.220 -0.629 0.17 0.12 -0.02
H -4.647 -1.151 1.390 0.23 0.14 -0.05
O -6.141 -3.621 -0.562 -0.68 0.01 0.32
N -7.226 -3.518 -0.002 0.09 0.17 -0.50
O -8.143 -2.809 -0.397 0.56 -0.34 0.20
C -7.438 -4.291 1.224 -0.11 -0.45 0.75
C -6.404 -5.081 1.727 0.09 0.00 -0.04
C -6.602 -5.794 2.905 -0.22 0.14 -0.07
C -7.824 -5.720 3.569 0.00 0.02 -0.04
C -8.855 -4.937 3.056 0.26 -0.03 -0.11
C -8.666 -4.218 1.880 -0.09 0.06 -0.01
H -5.448 -5.148 1.220 -0.22 0.15 -0.06
H -5.802 -6.407 3.308 -0.08 0.10 -0.10
H -7.973 -6.274 4.491 0.02 0.07 -0.13
H -9.806 -4.885 3.577 0.11 0.03 -0.11
H -9.477 -3.610 1.494 0.26 -0.04 -0.09
```
Positions in Å, forces in eV/Å.

Computed properties:
SMILES = CCB(O)c1c(OCCNC[C@H](C)O)c(F)c2nsnc2c1N(C(=O)F)C(=O)F.O=[N+]([O-])c1ccccc1.O=[N+]([O-])c1ccccc1
Spin multiplicity = 1
Orbital gap = 6.69 eV


Density functional theory data (ωB97M-V/def2-TZVPD) for a 5-piece molecular cluster, C27H28BIN5O8S overall.

Geometry as XYZ:
```
71
Properties=species:S:1:pos:R:3:forces:R:3
C -2.540 -0.847 1.578 -0.01 0.50 -1.07
C -3.662 -1.772 1.137 0.61 0.16 -0.15
C -3.258 -3.221 0.950 0.27 0.00 0.52
N -4.800 -1.279 0.918 -0.43 0.13 2.05
B -5.998 -1.924 1.602 -0.11 -0.19 -2.80
S -7.605 -1.388 0.653 -0.50 0.01 -0.05
I -6.166 -1.175 3.747 -0.02 -0.16 0.26
H -1.655 -0.914 0.935 0.22 -0.23 0.24
H -2.910 0.172 1.501 -0.08 0.08 0.07
H -2.279 -1.025 2.621 0.08 -0.31 0.02
H -3.123 -3.361 -0.121 -0.21 -0.17 -0.13
H -3.970 -3.938 1.344 -0.30 0.04 -0.20
H -2.293 -3.450 1.400 0.06 0.13 0.13
H -5.999 -3.123 1.639 -0.03 -0.10 0.54
H -7.087 -0.727 -0.400 0.20 -0.10 0.32
C -7.033 0.818 7.022 -0.07 0.00 0.06
C -7.364 1.487 8.195 0.09 -0.04 -0.12
C -6.496 2.424 8.731 -0.19 0.04 0.20
C -5.302 2.681 8.078 -0.13 -0.17 -0.14
C -4.956 2.017 6.912 0.08 -0.02 -0.10
C -5.829 1.079 6.383 0.10 0.02 -0.02
N -4.390 3.690 8.632 0.08 0.07 0.06
O -4.714 4.243 9.670 0.07 -0.06 -0.14
O -3.360 3.923 8.025 -0.12 -0.01 0.11
H -7.714 0.090 6.600 0.05 -0.01 -0.05
H -8.304 1.280 8.691 0.01 0.02 0.02
H -6.753 2.943 9.642 0.13 0.08 -0.02
H -4.020 2.222 6.413 0.02 0.09 0.09
H -5.580 0.545 5.465 0.00 0.31 0.37
C 1.275 -1.619 -3.711 -0.56 -0.15 0.38
C 1.829 -1.424 -2.454 -0.16 -0.04 -0.19
C 1.356 -2.142 -1.367 0.17 0.10 0.12
C 0.330 -3.052 -1.556 0.09 0.15 -0.19
C -0.238 -3.254 -2.802 -0.14 -0.13 -0.19
C 0.240 -2.531 -3.884 0.13 0.06 0.15
N -0.161 -3.826 -0.410 -0.13 -0.08 0.20
O 0.342 -3.609 0.678 -0.05 -0.06 -0.17
O -1.047 -4.636 -0.609 0.30 -0.01 -0.07
H 1.641 -1.063 -4.545 -0.12 0.15 -0.05
H 2.630 -0.714 -2.321 -0.13 -0.08 -0.05
H 1.788 -1.989 -0.388 -0.09 -0.11 0.05
H -1.042 -3.963 -2.936 0.01 -0.02 0.16
H -0.193 -2.681 -4.864 -0.03 -0.01 0.02
C 7.062 0.153 -8.267 0.01 0.00 -0.01
C 6.662 1.137 -7.373 0.01 -0.11 -0.07
C 5.599 0.904 -6.516 0.04 0.22 0.09
C 4.951 -0.318 -6.566 0.24 0.07 -0.17
C 5.334 -1.305 -7.456 -0.02 -0.23 -0.10
C 6.396 -1.064 -8.311 0.04 0.13 0.03
N 3.837 -0.577 -5.642 0.07 -0.15 -0.06
O 3.515 0.318 -4.885 0.01 -0.04 -0.04
O 3.312 -1.674 -5.690 0.43 0.21 -0.28
H 7.897 0.336 -8.932 -0.01 0.00 0.00
H 7.181 2.085 -7.341 -0.02 0.01 0.02
H 5.287 1.669 -5.820 -0.10 -0.10 0.06
H 4.817 -2.253 -7.487 -0.08 0.05 0.12
H 6.708 -1.828 -9.010 -0.02 -0.02 0.01
C 3.838 4.530 0.430 0.01 0.01 0.00
C 3.559 3.945 -0.798 0.05 0.02 0.13
C 3.779 2.590 -0.986 -0.09 0.02 -0.24
C 4.274 1.838 0.064 -0.06 0.28 0.02
C 4.563 2.407 1.292 0.08 -0.01 0.24
C 4.343 3.763 1.472 -0.04 0.05 -0.13
N 4.483 0.397 -0.125 0.02 -0.19 -0.01
O 4.234 -0.067 -1.225 0.33 0.14 0.32
O 4.885 -0.249 0.822 -0.03 0.10 -0.16
H 3.659 5.588 0.577 0.00 -0.01 0.00
H 3.166 4.544 -1.607 -0.01 -0.03 -0.01
H 3.560 2.134 -1.941 0.02 -0.13 0.07
H 4.951 1.809 2.103 -0.03 -0.12 -0.09
H 4.561 4.221 2.426 0.00 -0.03 0.01
```
Positions in Å, forces in eV/Å.

Computed properties:
Charge = -1
Spin multiplicity = 1
Orbital gap = 4.25 eV